The following is a DFT calculation (the ωB97M-V functional and the def2-TZVPD basis) of a single C18H19NO4S molecule at a distorted geometry.

ORCA input file:
```
! RIJCOSX wB97M-V def2-TZVPD def2/J DEFGRID3
* xyz 0 1
C 2.605 2.182 2.021
O 1.601 1.201 2.077
C 0.331 1.737 2.383
C -0.674 0.597 2.368
H -0.446 -0.120 3.157
H -0.668 0.085 1.409
S -2.360 1.217 2.690
C -3.320 0.766 1.268
C -4.629 0.374 1.544
C -5.487 0.004 0.529
C -5.043 0.004 -0.784
C -3.748 0.397 -1.064
C -2.876 0.796 -0.054
C -1.545 1.341 -0.470
O -1.149 2.446 -0.157
N -0.845 0.508 -1.277
H -1.226 -0.392 -1.522
C 0.443 0.864 -1.843
C 1.378 -0.313 -1.807
C 1.624 -1.042 -2.960
C 2.459 -2.158 -2.965
C 3.028 -2.513 -1.767
C 2.780 -1.787 -0.600
C 1.960 -0.687 -0.590
H 1.784 -0.132 0.318
O 3.471 -2.352 0.439
C 4.166 -3.450 -0.109
O 3.879 -3.549 -1.488
H 3.854 -4.377 0.400
H 5.250 -3.309 0.032
H 2.653 -2.717 -3.864
H 1.164 -0.737 -3.888
H 0.823 1.694 -1.242
H 0.310 1.212 -2.875
H -3.410 0.434 -2.091
H -5.703 -0.293 -1.585
H -6.498 -0.292 0.762
H -4.955 0.367 2.572
H 0.045 2.496 1.643
H 0.345 2.210 3.377
H 2.723 2.684 2.989
H 3.528 1.667 1.762
H 2.377 2.938 1.259
*
```

Output
Relative energy (zero: lowest compared OMol25 entry of this formula, charge and spin) ... 168.01 kJ/mol
Structure (SMILES) ... COCCSc1ccccc1C(=O)NCc1ccc2c(c1)OCO2
LUMO ... 0.027 Ha
Strongest force on any atom ... 1.3 eV/A
Gap between HOMO and LUMO ... 0.32805 hartree

Löwdin atomic charge list, values in e, 5 entries: -0.106, -0.223, -0.305, -0.413, 0.082